Record 1
Below is a structure of composition C37H32F6N4O7PReS2, with properties calculated with ωB97M-V/def2-TZVPD.

Cartesian coordinates (Å):
1 Re 0.455 -0.346 -0.374
2 S -2.843 0.053 -1.029
3 S -2.233 2.682 -1.805
4 P 0.685 -3.720 -0.068
5 F -3.813 -2.273 -1.457
6 F -5.073 -0.639 -2.131
7 F -1.510 4.037 -3.863
8 F -1.864 1.933 -4.274
9 F -3.539 3.279 -3.982
10 F -3.312 -1.192 -3.272
11 O 0.359 -2.392 -0.759
12 O 2.440 -0.460 -0.173
13 O -0.536 -0.545 1.341
14 O -1.472 -0.522 -1.247
15 O -2.874 3.781 -1.163
16 O -3.299 -0.014 0.325
17 O -0.834 2.420 -1.529
18 N -0.111 1.654 1.692
19 N 0.902 0.008 -2.436
20 N 0.728 1.342 0.665
21 N -3.116 1.362 -1.799
22 C 4.103 -4.244 2.103
23 C 2.908 1.854 -0.080
24 C 1.982 -3.594 1.157
25 C 1.263 1.224 -2.893
26 C -3.838 -1.086 -2.058
27 C 3.263 0.501 -0.268
28 C 2.760 -5.389 -3.090
29 C -2.366 -0.638 3.450
30 C -1.726 0.553 3.123
31 C -1.804 -5.988 2.170
32 C 4.684 0.109 -0.521
33 C -2.306 3.003 -3.601
34 C 0.542 -0.688 -4.698
35 C 1.509 3.665 0.943
36 C 1.780 -2.720 2.232
37 C 3.911 -3.351 3.146
38 C 3.141 -4.369 1.107
39 C 1.715 2.269 0.458
40 C -3.060 -4.088 1.371
41 C -1.934 -3.622 0.701
42 C -0.770 0.569 2.002
43 C 1.205 -4.872 -1.321
44 C 2.337 -4.543 -2.080
45 C 0.924 -6.880 -2.618
46 C 0.535 -0.931 -3.345
47 C 0.933 0.562 -5.155
48 C 2.055 -6.561 -3.353
49 C -3.506 0.479 5.244
50 C -0.749 -4.349 0.765
51 C -2.993 -5.266 2.099
52 C 1.305 1.526 -4.236
53 C -3.255 -0.674 4.511
54 C 0.495 -6.037 -1.600
55 C -2.869 1.669 4.915
56 C 2.747 -2.591 3.214
57 C -0.678 -5.531 1.509
58 C -1.978 1.710 3.856
59 H 1.508 1.963 -2.149
60 H 0.242 -1.891 -2.944
61 H 0.534 4.027 0.616
62 H -4.202 0.452 6.073
63 H 3.682 2.598 -0.209
64 H 4.998 -4.853 2.065
65 H 1.502 3.677 2.034
66 H 2.391 -7.226 -4.140
67 H 2.300 4.317 0.578
68 H 5.270 0.944 -0.904
69 H 3.299 -5.071 0.299
70 H -3.759 -1.599 4.766
71 H 4.662 -3.256 3.919
72 H -3.986 -3.525 1.322
73 H 0.234 -1.470 -5.379
74 H 0.370 -7.783 -2.839
75 H -0.392 -6.284 -1.031
76 H 1.599 2.521 -4.544
77 H 3.637 -5.141 -3.675
78 H -1.758 -6.904 2.747
79 H 2.585 -1.912 4.042
80 H 4.716 -0.725 -1.220
81 H 2.877 -3.623 -1.878
82 H -1.478 2.632 3.588
83 H -3.071 2.566 5.485
84 H 0.253 -6.085 1.575
85 H -3.872 -5.630 2.616
86 H -1.974 -2.703 0.131
87 H 5.133 -0.225 0.419
88 H 0.854 -2.156 2.313
89 H 0.937 0.783 -6.215
90 H -2.163 -1.525 2.868

The maximum force comes out at 1.876 eV Å⁻¹. The net charge is +1. The LUMO energy (spin up / spin down) comes out at -3.89 / -3.49 eV. As for the electronic energy: -3989.93840 hartree. As for the spin multiplicity: 2. As for the energy above the lowest of the compared OMol25 structures with the same formula, charge and spin: 0.643 eV. The calculation puts the HOMO energy (spin up / spin down) at -0.396 / -0.393 Eh. The calculation puts the gap between HOMO and LUMO (spin up / spin down) at 6.90 / 7.20 eV.

Atomic partial charges in e from the Löwdin method, atoms 1 to 6: atom 1 (Re): 1.65, atom 2 (S): 0.68, atom 3 (S): 0.63, atom 4 (P): 0.87, atom 5 (F): 0.15, atom 6 (F): 0.18


Record 2
Below is the ion C6H11NO with charge +1, with properties calculated with ωB97M-V/def2-TZVPD.

Cartesian coordinates (Å):
1 O 3.182 0.615 2.582
2 N -1.794 0.509 -2.861
3 C 0.742 -0.755 0.525
4 C 1.404 0.537 1.004
5 C 2.025 0.393 2.382
6 C -0.781 -0.834 0.482
7 C -0.936 0.219 -1.899
8 C -1.413 -0.121 -0.631
9 H -1.114 -1.886 0.474
10 H -2.759 0.579 -2.546
11 H 1.356 0.082 3.207
12 H 1.135 -1.573 1.129
13 H -2.489 0.012 -0.486
14 H 1.124 -1.041 -0.448
15 H -1.267 -0.523 1.419
16 H 2.242 0.839 0.380
17 H 0.792 1.441 0.932
18 H -1.565 1.280 -3.494
19 H 0.117 0.227 -2.151

The maximum force comes out at 1.879 eV Å⁻¹. The net charge is +1. The LUMO energy (spin up / spin down) comes out at -4.09 / -7.54 eV. As for the electronic energy: -364.87855 hartree. As for the spin multiplicity: 2. As for the energy above the lowest of the compared OMol25 structures with the same formula, charge and spin: 1.377 eV. The calculation puts the HOMO energy (spin up / spin down) at -0.470 / -0.470 Eh. The calculation puts the gap between HOMO and LUMO (spin up / spin down) at 8.71 / 5.26 eV.

Atomic partial charges in e from the natural (NBO) method, atoms 1 to 6: atom 1 (O): -0.47, atom 2 (N): -0.58, atom 3 (C): -0.41, atom 4 (C): -0.54, atom 5 (C): 0.44, atom 6 (C): -0.50


Record 3
Below is an isolated molecule of C11H16N4O5S, with properties calculated with ωB97M-V/def2-TZVPD.

Cartesian coordinates (Å):
1 S 4.606 1.863 -0.078
2 O 0.182 3.970 0.580
3 O 3.834 -0.655 1.419
4 O -3.738 1.642 0.225
5 O -3.988 -0.420 -0.637
6 O 3.769 -1.867 -0.475
7 N 2.277 0.771 -0.609
8 N -1.110 1.687 -0.324
9 N 0.940 0.710 -0.661
10 N 2.191 2.953 0.240
11 C 1.496 -2.478 0.153
12 C 0.816 3.001 0.224
13 C 4.922 0.154 -0.580
14 C 0.229 1.734 -0.274
15 C -5.618 -0.842 1.130
16 C 2.861 1.829 -0.173
17 C 4.087 -0.806 0.255
18 C -1.832 0.507 -0.698
19 C -5.385 -0.422 -0.313
20 C 2.964 -2.872 0.150
21 C -3.290 0.659 -0.303
22 H -1.772 0.334 -1.780
23 H -5.832 -1.133 -1.010
24 H 3.322 -3.026 1.174
25 H 2.701 3.759 0.582
26 H 0.898 -3.298 0.540
27 H -6.685 -0.896 1.324
28 H -5.789 0.580 -0.488
29 H 3.133 -3.772 -0.443
30 H -1.638 2.466 0.051
31 H 1.174 -2.232 -0.855
32 H -5.174 -0.116 1.806
33 H 5.983 -0.021 -0.397
34 H 1.350 -1.601 0.778
35 H 4.692 0.032 -1.637
36 H -5.174 -1.817 1.315
37 H -1.403 -0.376 -0.209

The maximum force comes out at 1.576 eV Å⁻¹. The LUMO energy comes out at 0.62 eV. As for the electronic energy: -1422.20568 hartree. As for the energy above the lowest of the compared OMol25 structures with the same formula, charge and spin: 0.000 eV. The calculation puts the HOMO energy at -0.301 Eh. As for the SMILES: CCOC(=O)CNc1nnc(SCC(=O)OCC)[nH]c1=O. The calculation puts the gap between HOMO and LUMO at 8.81 eV.

Atomic partial charges in e from the natural (NBO) method, atoms 1 to 6: atom 1 (S): 0.28, atom 2 (O): -0.58, atom 3 (O): -0.61, atom 4 (O): -0.60, atom 5 (O): -0.50, atom 6 (O): -0.51


Record 4
Below is a cluster of 14 separate species, H27O14 in total, with properties calculated with ωB97M-V/def2-TZVPD.

Cartesian coordinates (Å):
1 O -0.095 3.789 2.400
2 O 1.326 -0.912 3.002
3 O 0.806 4.680 -0.569
4 O 0.862 2.209 0.549
5 O -2.660 1.250 -2.497
6 O -0.632 0.686 -0.730
7 O -0.956 -0.027 1.869
8 O -4.046 -2.571 -1.421
9 O -4.068 -0.595 0.355
10 O 0.612 -3.671 2.659
11 O 1.449 0.704 -4.344
12 O 3.576 0.069 0.790
13 O 3.799 -2.323 -1.912
14 O 0.625 -2.604 -0.272
15 H 0.929 4.493 -1.496
16 H 0.048 -0.002 -0.653
17 H 0.128 4.232 -0.078
18 H 1.241 0.102 3.045
19 H -3.243 1.669 -1.838
20 H 0.634 -4.336 1.960
21 H -1.921 0.941 -1.929
22 H -4.396 -2.147 -0.650
23 H 1.132 1.680 1.295
24 H -0.122 4.348 1.637
25 H 0.577 -3.316 -0.928
26 H 3.870 -0.891 0.703
27 H 0.784 3.407 2.482
28 H 2.698 0.121 0.398
29 H 0.956 -2.862 2.275
30 H 0.382 -1.074 2.997
31 H 0.883 0.347 -3.653
32 H -3.494 -0.934 1.076
33 H -4.454 -2.108 -2.165
34 H 3.890 -1.415 -1.564
35 H -1.687 0.443 2.283
36 H -0.237 -2.640 0.153
37 H -3.469 0.125 0.129
38 H 2.887 -2.481 -1.568
39 H 2.073 -0.034 -4.576
40 H -0.742 0.234 0.910
41 H 0.055 1.413 -0.123

The maximum force comes out at 2.565 eV Å⁻¹. The net charge is -1. The LUMO energy comes out at 2.24 eV. As for the electronic energy: -1069.55636 hartree. As for the energy above the lowest of the compared OMol25 structures with the same formula, charge and spin: 3.556 eV. The calculation puts the HOMO energy at -0.207 Eh. The calculation puts the gap between HOMO and LUMO at 7.88 eV.

Atomic partial charges in e from the natural (NBO) method, atoms 1 to 6: atom 1 (O): -0.95, atom 2 (O): -0.97, atom 3 (O): -0.98, atom 4 (O): -1.17, atom 5 (O): -0.98, atom 6 (O): -1.10


Q: Number 4 is which compound?
A: H27O14


Q: maximum force of number 4 (H27O14)?
A: 2.565 eV Å⁻¹


Q: Number 3 is which compound?
A: C11H16N4O5S


Q: Look up the maximum force of the third one.
A: 1.576 eV Å⁻¹